# 1
DFT (ωB97M-V/def2-TZVPD) results for a structure of composition C24H18IN2PPtSe in a non-equilibrium geometry.

The value obtained for the total energy is -114125.55215 eV. The HOMO energy is -0.539 hartree. The charge is +2. The molar mass comes out at 766.338 g mol⁻¹.

Each line ends with the Löwdin charge.
Positions of all 48 atoms, in Å:
Pt1 -1.3239 -0.0417 -0.6701  0.9680
C1 4.9646 0.7208 0.4966  -0.0195
C2 3.9310 1.4154 1.1174  -0.0384
C3 2.6245 0.9974 0.9522  -0.0707
C4 2.3648 -0.1255 0.1595  -0.3423
C5 3.3986 -0.8222 -0.4741  -0.0669
C6 4.7021 -0.3933 -0.2897  -0.0346
P1 0.7066 -0.7220 0.0556  1.0214
C7 0.3067 -1.8193 -1.2786  -0.4125
C8 -0.6963 -2.7945 -1.0581  -0.0921
C9 -1.1384 -3.5745 -2.1231  -0.0385
C10 -0.6010 -3.3852 -3.3811  0.0011
C11 0.3832 -2.4096 -3.6095  -0.0167
C12 0.8289 -1.6196 -2.5796  -0.0729
C13 -0.0914 -1.2205 1.5663  -0.3573
C14 0.1951 -1.8338 2.7787  -0.0130
C15 -0.8579 -1.9229 3.6791  -0.0256
C16 -2.1227 -1.4126 3.3712  -0.0097
C17 -2.4017 -0.7744 2.1591  -0.0537
C18 -1.3501 -0.7159 1.2741  -0.3316
H1 5.9859 1.0508 0.6306  0.1271
H2 4.1483 2.2801 1.7287  0.1239
H3 1.8161 1.5318 1.4383  0.1126
H4 3.1968 -1.6982 -1.0761  0.1110
H5 5.5141 -0.9323 -0.7580  0.1256
H6 -1.0760 -2.9735 -0.0602  0.1163
H7 -1.8887 -4.3346 -1.9564  0.1333
H8 -0.9407 -3.9982 -4.2056  0.1340
H9 0.7881 -2.2779 -4.6037  0.1321
H10 1.5725 -0.8536 -2.7607  0.1222
H11 1.1833 -2.2017 3.0199  0.1298
H12 -0.6973 -2.3854 4.6431  0.1266
H13 -2.9198 -1.5136 4.0965  0.1300
H14 -3.3859 -0.3809 1.9389  0.1295
I1 -1.9814 4.4476 3.1532  1.0159
C19 -1.5820 3.7760 1.2310  -0.6956
C20 -1.3137 4.6532 0.1867  -0.0698
C21 -1.0670 4.1436 -1.0775  0.0001
C22 -1.0851 2.7792 -1.2768  -0.1048
N1 -1.3402 1.9426 -0.2570  -0.1427
C23 -1.5902 2.4163 0.9738  -0.1728
H15 -1.3053 5.7214 0.3573  0.1223
H16 -0.8711 4.7961 -1.9163  0.1339
H17 -0.9196 2.3362 -2.2487  0.1147
H18 -1.8151 1.6941 1.7430  0.0864
Se1 -3.1019 -0.3201 -2.2823  0.6520
C24 -4.2204 0.9780 -1.6212  -0.7809
N2 -4.9264 1.7770 -1.1865  0.0930

***

# 2
DFT (ωB97M-V/def2-TZVPD) results for an isolated molecule of C24H18N4O2S in a non-equilibrium geometry.

The value obtained for the total energy is -46070.25282 eV. The HOMO energy is -0.301 hartree. Its energy relative to the best compared isomer or geometry (same formula, charge and spin) is 0.6645 eV. As for the SMILES: O=C(CSc1nnc(-c2cccnc2)n1Cc1ccco1)c1ccc2ccccc2c1. The molar mass comes out at 426.501 g mol⁻¹.

Each line ends with the Löwdin charge.
Positions of all 49 atoms, in Å:
O1 2.1999 -1.9191 3.6081  0.0903
C1 2.1522 -0.9118 2.9388  -0.4283
C2 3.4244 -0.2512 2.4383  -0.3323
S1 3.6771 -0.8068 0.7076  1.0220
C3 2.5814 0.2933 -0.0810  -0.6231
N1 2.5038 1.5761 0.1506  0.0351
N2 1.5035 2.0617 -0.5829  0.0882
C4 0.9619 1.0786 -1.2578  -0.2543
C5 -0.2255 1.2414 -2.0686  -0.1291
C6 -1.2158 0.2653 -2.1524  -0.0279
C7 -2.3529 0.5338 -2.8945  -0.0544
C8 -2.4677 1.7735 -3.5046  -0.1464
N3 -1.5446 2.7168 -3.4080  0.0750
C9 -0.4573 2.4611 -2.7126  -0.0848
N4 1.6289 -0.0920 -0.9867  0.0357
C10 1.5556 -1.3754 -1.6552  -0.0487
C11 0.9106 -2.4553 -0.8455  -0.2692
C12 -0.2739 -3.1202 -0.9870  -0.0294
C13 -0.3019 -4.0990 0.0355  -0.0528
C14 0.8669 -3.9573 0.7172  -0.1214
O2 1.6030 -2.9721 0.1897  0.0012
C15 0.8740 -0.3381 2.4586  -0.1518
C16 -0.1845 -1.2466 2.2201  -0.0146
C17 -1.3458 -0.8316 1.6411  -0.0138
C18 -1.5340 0.5239 1.2921  -0.1686
C19 -2.6929 0.9807 0.6328  -0.0497
C20 -2.8307 2.2994 0.2994  -0.0782
C21 -1.8242 3.2232 0.6221  -0.0716
C22 -0.6970 2.8167 1.2783  -0.0355
C23 -0.5160 1.4587 1.6181  -0.1616
C24 0.6773 1.0013 2.2102  0.0188
H1 3.3998 0.8345 2.4250  0.0699
H2 4.2843 -0.6251 2.9923  0.0868
H3 -1.1139 -0.6652 -1.6154  0.0912
H4 -3.1410 -0.1980 -2.9816  0.1046
H5 -3.3407 2.0324 -4.0888  0.1042
H6 0.2760 3.2519 -2.6461  0.1180
H7 1.0071 -1.2412 -2.5900  0.1392
H8 2.5844 -1.6805 -1.8813  0.1375
H9 -1.0240 -2.9580 -1.7345  0.1087
H10 -1.0823 -4.8058 0.2272  0.1042
H11 1.2759 -4.4723 1.5638  0.1331
H12 -0.0324 -2.2806 2.4903  0.1072
H13 -2.1367 -1.5389 1.4347  0.1162
H14 -3.4674 0.2666 0.3901  0.1140
H15 -3.7154 2.6402 -0.2182  0.1061
H16 -1.9493 4.2585 0.3441  0.1061
H17 0.0872 3.5179 1.5172  0.1160
H18 1.4325 1.7348 2.4493  0.1182

***

# 3
DFT (ωB97M-V/def2-TZVPD) results for a structure of composition C24H18N4O3S2Zr.

The value obtained for the total energy is -60223.75535 eV. The HOMO energy is -0.494 hartree. Its energy relative to the best compared isomer or geometry (same formula, charge and spin) is 0.0000 eV. The charge is +2. The molar mass comes out at 565.791 g mol⁻¹.

Each line ends with the Löwdin charge.
Positions of all 52 atoms, in Å:
Zr1 -0.6547 0.5047 1.3150  2.0015
N1 -2.7526 1.5133 0.5912  -0.0173
C1 -3.0960 2.6347 1.5563  -0.0827
C2 -2.2428 2.2645 2.7361  -0.4424
O1 -0.9393 2.1598 2.2760  -0.2551
N2 -2.6764 1.7557 3.7967  0.1562
C3 -1.7807 0.8655 4.5652  -0.0437
C4 -1.1782 -0.0842 3.5458  -0.5513
O2 0.0575 -0.1725 3.2899  -0.0345
O3 -1.9463 -0.5166 2.5919  -0.1108
H1 -2.7495 1.8731 -0.3606  0.1163
H2 -3.5028 0.8256 0.6216  0.1094
H3 -4.1536 2.6429 1.7980  0.1396
H4 -2.7990 3.5833 1.1168  0.1350
H5 -2.3828 0.3282 5.2952  0.1419
H6 -0.9760 1.3911 5.0778  0.1463
S1 6.3727 1.5879 0.3018  1.0928
C5 6.9718 2.9070 1.1934  -0.3697
C6 5.9737 3.6916 1.6919  -0.1485
C7 4.6925 3.2084 1.3433  -0.1069
C8 4.7432 2.0691 0.5820  -0.5045
C9 3.6255 1.3104 0.0370  -0.1717
C10 2.3910 1.2969 0.7042  -0.0125
N3 1.3301 0.6205 0.2647  -0.0433
C11 1.4281 -0.1191 -0.8784  -0.1501
C12 2.6191 -0.1774 -1.6022  -0.1055
C13 2.6723 -0.9823 -2.7936  0.0246
C14 1.5988 -1.6882 -3.2017  0.0240
C15 0.3649 -1.6532 -2.4616  -0.1060
C16 -0.7636 -2.4018 -2.8230  0.0843
C17 -1.9250 -2.3598 -2.0673  -0.1742
C18 -1.9147 -1.5113 -0.9479  -0.0339
N4 -0.8621 -0.7906 -0.5780  -0.0344
C19 0.2850 -0.8610 -1.3149  -0.1507
C20 -3.1202 -3.1296 -2.3820  -0.5061
C21 -4.0731 -3.5879 -1.5080  -0.1096
C22 -5.0937 -4.3267 -2.1467  -0.1494
C23 -4.8995 -4.4113 -3.4942  -0.3699
S2 -3.4882 -3.6043 -3.9956  1.0926
C24 3.7122 0.5588 -1.1256  0.0866
H7 8.0364 3.0326 1.3106  0.0842
H8 6.1503 4.5802 2.2781  0.1172
H9 3.7739 3.7101 1.6171  0.1178
H10 2.2761 1.8401 1.6358  0.1382
H11 3.5986 -1.0153 -3.3519  0.1359
H12 1.6465 -2.3003 -4.0926  0.1356
H13 -0.7126 -3.0428 -3.6957  0.1314
H14 -2.8047 -1.4272 -0.3345  0.1236
H15 -4.0270 -3.4470 -0.4361  0.1172
H16 -5.9269 -4.7824 -1.6345  0.1173
H17 -5.5200 -4.9056 -4.2246  0.0843
H18 4.6421 0.5423 -1.6826  0.1311

***

# 4
DFT (ωB97M-V/def2-TZVPD) results for a structure of composition C24H19BCl2F2MnN5O4S in a non-equilibrium geometry.

The value obtained for the total energy is -114144.69678 eV. The HOMO energy (alpha / beta) is -0.383 / -0.383 hartree. Its spin multiplicity is 4. Its energy relative to the best compared isomer or geometry (same formula, charge and spin) is 2.7779 eV. The expectation value of S² is 3.9107. The charge is +1. The molar mass comes out at 648.166 g mol⁻¹.

Each line ends with the Löwdin charge.
Positions of all 59 atoms, in Å:
Mn1 -0.1137 1.3517 -2.3533  0.8718
N1 1.2484 4.8744 4.1631  0.1225
C1 1.3857 4.2097 2.9763  -0.3054
C2 2.3309 4.6215 2.0273  -0.0119
C3 2.4525 3.9636 0.8172  -0.0399
C4 1.6214 2.8945 0.5565  -0.3169
C5 0.6955 2.4458 1.4713  -0.0129
C6 0.5910 3.0926 2.6858  -0.0028
S1 1.3743 3.2214 -1.9321  1.0795
O1 1.6780 2.1688 -0.7014  -0.2963
O2 -0.1686 3.2641 -1.9075  -0.4110
N2 1.4360 2.1201 -3.1708  -0.2137
C7 2.0571 0.8397 -3.2136  -0.4311
N3 3.3141 0.5829 -3.4112  0.1878
C8 3.5842 -0.7231 -3.5794  -0.0404
C9 2.6158 -1.7207 -3.5457  0.0023
C10 1.3187 -1.3580 -3.2536  -0.0274
N4 1.0625 -0.0595 -3.0734  0.0700
H1 1.8155 5.6723 4.3769  0.1019
H2 0.5843 4.5743 4.8504  0.1010
H3 2.9871 5.4540 2.2485  0.1194
H4 3.2153 4.2698 0.1106  0.1199
H5 0.0698 1.5882 1.2458  0.0897
H6 -0.1175 2.7307 3.4212  0.1094
H7 4.6248 -0.9688 -3.7531  0.1288
H8 2.8687 -2.7542 -3.7301  0.1221
H9 0.4886 -2.0422 -3.1423  0.1214
F1 -1.2020 1.8677 -4.8602  0.2681
B1 -1.6039 1.3039 -3.7508  -0.5128
F2 -2.8178 0.9078 -3.5612  0.3017
Cl1 -2.5364 -5.6007 0.4927  0.7303
C11 -1.0731 -4.7347 0.1301  -0.5737
C12 -0.1511 -5.3357 -0.7006  -0.1017
C13 1.0384 -4.6856 -0.9909  -0.0851
C14 1.2654 -3.4371 -0.4452  -0.1352
C15 0.3215 -2.8360 0.3759  -0.5475
Cl2 0.7262 -1.2596 1.0163  0.7860
C16 -0.8747 -3.4686 0.7115  -0.2933
N5 -1.8079 -2.9885 1.6156  0.0652
C17 -2.0721 -1.6464 2.0018  -0.2565
C18 -1.9659 -1.3070 3.3452  -0.0216
C19 -2.2380 -0.0188 3.7724  -0.0708
C20 -2.6148 0.9455 2.8461  -0.0854
C21 -2.7469 0.5963 1.5122  -0.0397
C22 -2.4965 -0.7035 1.0739  -0.1787
C23 -2.7718 -1.0839 -0.3656  -0.0132
C24 -1.7149 -0.6760 -1.3541  -0.5548
O3 -1.3277 -1.3756 -2.2622  0.0695
O4 -1.2735 0.5801 -1.1840  -0.1459
H10 -0.3676 -6.3139 -1.1071  0.1108
H11 1.7809 -5.1574 -1.6203  0.1079
H12 2.2014 -2.9194 -0.6123  0.0977
H13 -2.3593 -3.6982 2.0690  0.1046
H14 -1.6512 -2.0670 4.0505  0.1216
H15 -2.1533 0.2304 4.8225  0.1083
H16 -2.8354 1.9567 3.1659  0.1072
H17 -3.0863 1.3347 0.7936  0.1220
H18 -3.6872 -0.5703 -0.6763  0.1479
H19 -2.9249 -2.1527 -0.4877  0.1291